Arrangement P

DFT (ωB97M-V/def2-TZVPD) results for a cluster of 2 separate species, C3H3F3N in total.

Geometry as ORCA input:
```
! wB97M-V def2-TZVPD RIJCOSX def2/J DEFGRID3
* xyz 1 1
C 0.869 -0.111 -0.097
C 2.286 -0.073 0.111
C -2.540 0.083 -0.094
N -0.266 -0.178 -0.345
F -2.994 -1.119 -0.033
F -2.784 0.806 -1.116
F -2.314 0.770 0.998
H 2.559 -1.084 0.676
H 2.449 0.939 0.743
H 2.736 -0.034 -0.842
*
```

Computed properties:
Orbital gap ... 10.142 eV

***

Arrangement Q

DFT (ωB97M-V/def2-TZVPD) results for the ion C3H3F3N with charge +1.

Geometry as ORCA input:
```
! wB97M-V def2-TZVPD RIJCOSX def2/J DEFGRID3
* xyz 1 1
C 0.172 0.100 -0.097
C 1.496 0.154 0.048
N 2.864 0.742 -0.100
C 4.101 0.012 -0.066
F 4.346 -0.605 -1.196
F 3.938 -0.828 1.002
F 4.992 0.857 0.242
H -0.429 0.799 0.548
H -0.461 -0.834 0.426
H -0.169 -0.012 -1.119
*
```

Computed properties:
Structure (SMILES) ... CC#[N+]C(F)(F)F
Orbital gap (spin up / spin down) ... 9.493 / 9.502 eV

***

Stability, highest: arrangement P

***

Arrangement P

DFT (ωB97M-V/def2-TZVPD) results for the ion C2H8NOS with charge +1.

Geometry as ORCA input:
```
! wB97M-V def2-TZVPD RIJCOSX def2/J DEFGRID3
* xyz 1 1
C -0.537 1.404 0.587
S 0.463 -0.013 0.266
C 0.529 -0.398 -1.455
N -0.260 -1.218 0.986
O 1.817 0.051 0.748
H -0.134 2.212 0.160
H -0.920 1.497 1.617
H -1.404 1.213 0.066
H 1.325 -1.138 -1.662
H 0.756 0.480 -2.022
H -0.496 -0.748 -1.819
H 0.223 -1.769 1.664
H -1.361 -1.574 0.864
*
```

Computed properties:
Structure (SMILES) ... CS(C)(=[NH2+])=O
Orbital gap ... 12.745 eV

***

Arrangement Q

DFT (ωB97M-V/def2-TZVPD) results for a structure of composition C2H8NOS.

Geometry as ORCA input:
```
! wB97M-V def2-TZVPD RIJCOSX def2/J DEFGRID3
* xyz 1 1
C 0.400 1.888 0.084
C -0.253 -0.534 -0.104
N 0.551 -1.768 -0.033
O 0.668 0.391 0.233
S -1.650 -0.556 1.044
H -0.517 2.105 0.526
H 0.432 2.139 -1.027
H 1.208 2.441 0.570
H -0.550 -0.081 -1.428
H 0.425 -2.334 0.824
H 1.465 -1.365 -0.195
H 0.430 -2.527 -0.795
H -2.609 0.200 0.303
*
```

Computed properties:
Orbital gap ... 10.260 eV

***

Stability, highest: arrangement P

***

Arrangement P

DFT (ωB97M-V/def2-TZVPD) results for a structure of composition C2H4FNO.

Geometry as ORCA input:
```
! wB97M-V def2-TZVPD RIJCOSX def2/J DEFGRID3
* xyz 0 1
C 0.623 -0.186 -0.107
C -0.377 0.866 -0.394
H 0.021 -2.184 1.136
H -0.946 -0.708 0.902
H -0.103 1.844 -0.113
H -0.115 0.703 -1.417
N 0.024 -0.833 0.949
O 1.702 -0.380 -0.587
F -1.568 0.571 0.061
*
```

Computed properties:
Orbital gap ... 10.730 eV

***

Arrangement Q

DFT (ωB97M-V/def2-TZVPD) results for a structure of composition C2H4FNO.

Geometry as ORCA input:
```
! wB97M-V def2-TZVPD RIJCOSX def2/J DEFGRID3
* xyz 0 1
C -0.290 0.273 -0.191
C 1.314 0.248 0.078
H -2.731 -1.238 0.366
H -0.569 1.294 -0.386
H 1.855 0.810 -0.569
H 1.609 0.690 1.080
N -0.965 -0.798 0.220
O -2.164 -0.296 -0.319
F 1.941 -0.983 -0.278
*
```

Computed properties:
Orbital gap ... 10.020 eV

***

Stability, highest: arrangement P